1.
{"formula": "H2N3O2S", "method": "ωB97M-V/def2-TZVPD", "symbols": ["N", "N", "N", "O", "O", "S", "H", "H"], "positions_angstrom": [[-0.084, 0.300, -0.982], [0.359, -0.338, 0.149], [1.539, -0.769, 0.557], [-0.893, -0.674, 0.935], [1.562, -1.411, 1.568], [-1.554, 1.985, -1.516], [0.591, 0.875, -1.381], [-1.521, 0.033, 0.671]], "forces_ev_per_angstrom": [[-1.819, -0.552, -1.396], [-3.241, 0.563, 1.971], [-1.241, 2.020, -2.523], [2.066, 0.048, -0.486], [0.107, -1.300, 1.917], [1.287, -1.500, 1.375], [2.050, 0.861, -0.509], [0.792, -0.140, -0.349]], "e_homo_ha": [-0.13430, -0.13307], "multiplicity": 1, "homo_lumo_gap_ev": [6.7040, 6.7369], "total_charge": -1}

---

2.
{"formula": "C4H5N3O", "method": "ωB97M-V/def2-TZVPD", "symbols": ["C", "C", "C", "C", "H", "H", "H", "H", "H", "N", "N", "N", "O"], "positions_angstrom": [[2.582, 0.474, -0.329], [1.335, 0.180, 0.458], [-0.342, -0.684, -0.169], [-0.081, 0.626, -0.040], [2.893, 1.502, -0.157], [2.341, 0.356, -1.350], [3.352, -0.243, 0.010], [1.389, 0.212, 1.545], [-1.682, 2.095, 0.047], [-1.657, -0.993, -0.115], [-2.236, 0.165, -0.075], [-1.327, 1.175, 0.095], [0.911, -1.241, 0.131]], "forces_ev_per_angstrom": [[-0.059, 0.098, 1.681], [-0.633, -0.871, -0.379], [0.772, -0.657, 0.732], [0.303, 0.452, -0.040], [0.231, 0.035, 0.060], [-0.012, -0.269, -1.224], [-0.229, 0.476, -0.364], [0.216, 0.236, -0.079], [-0.158, 0.849, -0.024], [0.531, 0.378, -0.543], [-0.736, 0.701, 0.436], [0.505, -2.116, -0.242], [-0.732, 0.690, -0.013]], "e_homo_ha": -0.33649, "multiplicity": 1, "homo_lumo_gap_ev": 9.7107}

---

Number 1: strongest force on any atom 3.83 eV/Å. Number 2: strongest force on any atom 2.19 eV/Å.